(1)
15
Properties=species:S:1:pos:R:3:forces:R:3 method="wB97M-V/def2-TZVPD" e_homo_ev="-7.889 / -7.889" lumo_energy_ev="0.19 / 0.19" largest_force_ha_per_bohr=0.0081 energy_ha=-287.65895
C 0.707131 -0.264836 1.431881 0.0 0.0 0.1
N 0.647099 0.393136 0.130947 0.1 -0.1 -0.3
C 1.277791 -0.145127 -0.881001 0.1 0.3 0.2
C -0.570978 1.144868 -0.321709 -0.1 -0.1 -0.2
O -0.400354 2.023484 -1.148771 -0.1 -0.2 0.2
C -1.676657 0.341533 -0.008660 -0.1 0.3 0.2
H 1.742024 -0.270245 1.781786 -0.1 0.0 -0.1
H 0.102615 0.295330 2.145144 0.1 -0.1 -0.1
H 0.338180 -1.294839 1.364504 0.0 0.1 0.0
H 2.022563 -0.913600 -0.708925 0.0 0.1 0.0
H 1.232410 0.375862 -1.828916 0.0 -0.1 0.1
H -0.172729 -1.204438 -1.360093 -0.3 0.1 0.1
H -2.612100 0.586792 -0.496299 0.1 0.0 0.0
H -1.742532 -0.213341 0.919110 0.1 0.1 -0.1
H -0.894464 -0.854577 -1.018999 0.3 -0.2 -0.2

(2)
89
Properties=species:S:1:pos:R:3:forces:R:3 method="wB97M-V/def2-TZVPD" total_charge=+1 e_homo_ev=-11.738 lumo_energy_ev=-2.83 largest_force_ha_per_bohr=0.0286 energy_ha=-2580.94431
C -0.397264 2.727129 2.650674 -0.2 0.2 0.1
C -0.449953 3.216268 1.555837 0.1 0.3 -1.2
S 0.013303 3.497865 -0.076126 0.4 -0.4 0.6
C -1.467078 3.309158 -1.115721 -0.3 0.2 -0.1
C -1.819022 1.803843 -1.325816 -0.2 -1.1 0.2
O -2.968841 1.500365 -1.190781 -0.5 0.4 0.3
N -0.854994 0.825852 -1.620211 0.9 1.1 -0.4
C 0.249645 1.353215 -2.452854 0.4 0.9 1.1
C -0.389531 0.156553 -0.381186 -0.7 -0.6 0.7
C 0.633724 5.229926 -0.177265 0.6 0.5 0.4
C 2.129658 5.102297 -0.596532 -0.9 -0.4 -0.8
O 2.150245 4.251577 -1.737031 0.0 0.2 0.2
C 2.995659 4.417947 0.494411 -0.4 0.1 -0.4
F 2.359081 4.334275 1.670776 -0.6 0.1 0.4
F 3.267083 3.188254 0.119501 0.4 -0.7 0.0
F 4.105373 5.080937 0.729718 0.8 0.4 -0.2
H -0.364034 2.324167 3.641394 -0.1 0.0 -0.1
H -2.295909 3.848994 -0.650766 0.0 -0.3 -0.1
H -1.294814 3.741274 -2.112178 0.4 0.1 0.4
H -0.087700 2.183666 -3.100560 0.0 -1.0 0.2
H 1.009186 1.792217 -1.776914 0.1 -0.2 -0.5
H 0.777146 0.585165 -3.018671 -0.5 0.1 -0.1
H -0.633683 0.767150 0.504973 0.3 -0.2 -0.2
H -0.899593 -0.799109 -0.206038 0.0 0.2 -0.3
H 0.681493 -0.063923 -0.381498 -0.1 0.4 -0.3
H 0.528914 5.740627 0.785231 -0.3 -0.3 -0.1
H 0.094139 5.787152 -0.950886 -0.1 -0.3 0.2
H 2.564186 6.067730 -0.883819 -0.2 0.0 0.6
H 1.638017 4.675235 -2.437726 0.3 0.0 -0.2
C 3.312044 0.847698 4.609612 0.4 0.1 0.3
C 2.122784 0.630494 3.802791 0.0 0.0 0.1
N 1.172366 0.460705 3.181462 0.1 -0.1 -0.1
H 3.045309 1.127445 5.628695 -0.2 0.0 -0.1
H 3.923585 -0.052443 4.661244 -0.1 -0.1 -0.1
H 3.929954 1.644218 4.195632 -0.1 0.0 -0.1
C -1.572486 -0.867764 5.726494 -0.4 -0.3 -0.1
C -0.540002 0.084603 6.103196 -0.1 0.0 0.0
N 0.275336 0.837121 6.397694 0.0 0.1 0.0
H -2.381215 -0.891755 6.457607 0.1 0.1 0.1
H -2.011868 -0.618788 4.760562 0.1 0.1 0.0
H -1.172916 -1.878216 5.649953 0.2 0.1 0.1
C -1.310264 3.304411 8.349804 0.4 0.1 0.3
C -2.504840 3.085269 7.547641 0.1 0.0 0.0
N -3.446829 2.912649 6.914620 0.1 -0.1 -0.1
H -1.560691 3.589474 9.371224 -0.2 0.0 -0.1
H -0.695610 2.406459 8.399483 -0.1 -0.1 -0.1
H -0.692468 4.098732 7.932419 -0.1 0.0 -0.1
C 0.893216 -2.836024 -2.624440 -0.4 -0.3 -0.2
C 1.883752 -1.848518 -2.224538 0.0 -0.1 0.0
N 2.658890 -1.064287 -1.903210 0.0 0.0 0.1
H 0.114647 -2.948518 -1.869539 0.2 0.2 0.0
H 0.404942 -2.558661 -3.559028 0.2 0.1 0.0
H 1.343869 -3.816901 -2.774313 0.2 0.1 0.0
C -5.535035 -0.184438 5.666932 0.0 0.3 -0.3
C -5.419946 -1.337642 6.551678 0.0 0.1 -0.1
N -5.320686 -2.245171 7.246970 0.1 0.0 0.0
H -4.695066 0.500604 5.789868 0.0 -0.1 0.2
H -5.558448 -0.485178 4.619488 0.0 -0.2 0.1
H -6.445004 0.381193 5.862127 0.0 -0.1 0.1
C -5.990341 0.475183 -2.546209 0.4 0.0 0.1
C -7.341490 0.467012 -3.090250 0.0 0.0 0.0
N -8.405711 0.462057 -3.518402 0.0 0.0 0.0
H -5.254300 0.215273 -3.306166 -0.1 0.0 -0.1
H -5.725274 1.456745 -2.155566 -0.1 0.0 0.0
H -5.885346 -0.240002 -1.731448 -0.1 0.0 0.0
C 1.441045 -4.520028 1.341216 0.3 -0.2 0.2
C 0.320947 -3.810314 0.741035 0.0 0.0 0.1
N -0.561786 -3.250834 0.266384 0.0 -0.1 0.1
H 1.174635 -4.922836 2.317744 -0.1 0.1 0.0
H 1.760613 -5.353290 0.716280 -0.1 0.0 -0.1
H 2.297687 -3.860345 1.476850 -0.1 0.1 -0.1
C 2.855004 -5.672755 -5.041399 0.2 0.0 0.2
C 1.730810 -4.957818 -5.632791 0.0 -0.1 0.0
N 0.845922 -4.396410 -6.101060 0.0 0.1 0.1
H 2.594597 -6.084747 -4.066415 -0.1 0.0 0.0
H 3.172511 -6.500549 -5.671771 -0.1 0.1 -0.1
H 3.714660 -5.020342 -4.901676 -0.1 0.1 -0.1
C -0.843702 2.314629 -7.031170 -0.2 -0.1 -0.3
C 0.056563 2.448522 -5.894801 0.0 0.0 -0.1
N 0.765816 2.552794 -4.997445 0.0 0.3 -0.5
H -0.463556 1.590546 -7.750831 0.1 0.0 0.1
H -1.831297 1.979379 -6.715586 0.1 0.0 0.1
H -0.966348 3.264227 -7.550817 0.1 0.0 0.1
C 5.826164 -8.316866 -6.209310 0.0 -0.3 -0.2
C 5.869238 -7.130973 -5.364629 0.1 -0.1 0.0
N 5.906848 -6.196778 -4.699055 0.0 -0.1 0.0
H 5.200864 -8.154392 -7.087084 0.0 0.1 0.1
H 6.821537 -8.587619 -6.559095 0.0 0.1 0.1
H 5.421933 -9.172051 -5.668596 0.0 0.1 0.1

(3)
22
Properties=species:S:1:pos:R:3:forces:R:3 method="wB97M-V/def2-TZVPD" total_charge=-1 smiles=CCCNCCC[S-] e_homo_ev=-2.180 lumo_energy_ev=3.12 largest_force_ha_per_bohr=0.1171 energy_ha=-689.91263
C 1.139940 -0.986298 2.112201 -3.6 -0.8 2.6
C 1.356215 0.196711 3.102127 -3.6 -3.2 0.2
S 0.548846 0.072143 4.737550 -0.3 -0.2 0.0
C -0.165214 -0.846209 1.228513 1.7 1.0 -0.3
N 0.399407 -0.469703 -0.128652 -5.2 -3.1 0.0
C -0.748185 -0.158945 -1.028159 3.5 0.9 -1.1
C -0.202152 0.460303 -2.374970 -0.6 -0.6 0.8
C -1.295772 1.096383 -3.260054 -0.5 0.2 2.4
H 2.001560 -1.152158 1.538472 1.0 -0.4 -1.2
H 0.875144 -1.903850 2.712993 1.0 0.8 -0.2
H 2.315341 0.303261 3.306132 4.6 0.6 0.5
H 0.959839 1.020263 2.653875 -0.8 2.7 -1.4
H -0.912508 -0.115244 1.656615 1.1 0.1 -0.3
H -0.832848 -1.736121 1.188089 1.1 0.0 -0.5
H 1.065948 0.206802 -0.096063 1.9 2.6 0.5
H -1.113995 -1.104345 -1.345879 -1.1 -0.8 0.1
H -1.473057 0.459780 -0.551394 -0.8 0.5 0.3
H 0.617383 1.187412 -2.255340 -0.3 -0.2 0.4
H 0.252991 -0.436728 -2.841425 -0.1 0.7 -0.3
H -0.832176 1.799717 -3.865621 0.7 0.9 -2.0
H -1.892114 0.366109 -3.733519 -0.4 -0.8 -1.1
H -2.064596 1.740717 -2.755494 0.8 -0.6 0.4

(4)
20
Properties=species:S:1:pos:R:3:forces:R:3 method="wB97M-V/def2-TZVPD" total_charge=-1 e_homo_ev=-3.782 lumo_energy_ev=0.85 largest_force_ha_per_bohr=0.0261 energy_ha=-1447.39380
C -2.886328 1.320782 1.004184 0.2 -0.3 -0.7
C -0.501951 0.748354 -1.779151 0.0 0.1 -0.1
C -0.909844 0.738643 -0.511205 0.1 0.2 -0.3
C 3.337364 0.850287 -0.511264 -0.1 -0.1 -0.3
C 0.271112 -1.003168 0.834872 0.0 0.2 0.0
C 0.037505 0.493758 0.627760 0.0 -0.1 0.2
N -4.198848 1.378051 0.694287 -0.1 0.3 1.3
N -4.329310 1.042710 -0.565037 -0.5 -0.1 -1.0
N -3.229372 0.775024 -1.132954 0.4 -0.4 -1.2
N -2.250829 0.907194 -0.198335 -0.8 0.2 1.1
O -2.322216 1.569880 2.062610 0.5 0.2 0.9
Cl 3.997021 2.389464 -0.167098 0.0 0.0 0.1
Cl 3.925179 -0.314463 0.594028 0.1 0.1 0.1
H 0.538761 0.626213 -2.017435 0.3 -0.1 0.0
H -1.199696 0.877957 -2.585794 -0.1 0.0 -0.1
H -0.635950 -1.498244 1.174316 -0.1 -0.1 0.0
H 1.052959 -1.154456 1.577952 0.0 -0.1 0.2
H 0.595440 -1.461783 -0.097629 0.0 -0.1 -0.1
H 0.999116 0.954651 0.381521 -0.1 0.1 0.0
H -0.366778 0.938278 1.539587 0.1 0.0 -0.1

(5)
7
Properties=species:S:1:pos:R:3:forces:R:3 method="wB97M-V/def2-TZVPD" e_homo_ev="-9.045 / -9.046" lumo_energy_ev="-0.49 / -0.49" largest_force_ha_per_bohr=0.0756 energy_ha=-713.32930
N 0.266588 0.347651 0.160524 -0.8 -2.5 1.7
N 1.090575 1.073970 -0.011568 3.1 2.4 -0.4
N -0.811755 2.629645 -1.595550 2.3 -1.9 0.5
O -1.388507 1.897359 -0.805485 -0.8 0.2 0.2
O -1.302459 3.321953 -2.397615 -1.8 1.9 -1.5
S 0.963642 2.508210 -1.721774 -0.5 -0.3 0.5
H -0.560641 -0.056900 -0.196184 -1.4 0.2 -1.0

(6)
48
Properties=species:S:1:pos:R:3:forces:R:3 method="wB97M-V/def2-TZVPD" total_charge=+1 e_homo_ev=-12.296 lumo_energy_ev=-2.48 largest_force_ha_per_bohr=0.0591 energy_ha=-975.66411
C 0.623738 0.447324 -0.237386 0.0 0.2 0.5
N 1.906371 0.431883 0.498451 -0.6 0.9 -0.4
C 1.894674 1.272274 1.726844 1.4 -0.4 0.1
C 1.806617 0.442609 3.019165 0.6 0.0 -0.3
C 0.494704 -0.284498 3.250859 -1.6 0.6 2.5
N -0.780639 0.459191 2.942861 1.4 -1.4 0.2
C 0.771542 -0.519747 -1.418187 0.3 1.4 0.6
N -0.505013 -0.834720 -2.132025 0.0 -0.5 0.4
H 0.356562 1.456448 -0.586865 0.5 -0.1 -0.1
H -0.174758 0.255779 0.476774 -0.5 -0.8 -0.3
H 2.131402 -0.523884 0.749318 -0.1 0.0 0.1
H 1.235469 2.141818 1.624285 -0.4 -0.5 0.1
H 2.878660 1.725111 1.797207 0.2 0.3 -0.2
H 2.656039 -0.250241 3.064288 -0.2 -0.5 -0.8
H 2.184362 1.008440 3.890008 -1.1 0.5 -0.2
H 0.317002 -1.300153 2.932683 0.9 -0.3 -0.9
H 0.465192 -0.411791 4.360590 -0.1 -0.1 -0.6
H -0.986060 1.007168 3.764160 -0.3 0.6 -0.4
H -0.629663 1.011591 2.118636 -0.4 0.8 0.2
H 1.459593 -0.008088 -2.081107 -0.2 -0.5 -0.4
H 1.284524 -1.400513 -1.046443 -0.4 -0.5 -0.4
H -0.447131 -0.792260 -3.154488 0.7 0.0 0.0
H -1.318061 -0.224173 -1.897488 0.1 0.3 0.4
H -0.742177 -1.792870 -1.859796 -0.5 -0.3 -0.3
H -1.397350 -4.028497 -0.789317 0.0 0.0 -0.4
H -1.793333 -4.266149 -2.266060 -0.2 -0.2 -0.1
O -1.166951 -3.807854 -1.705912 0.3 0.5 0.6
H -2.641717 -2.538746 2.201484 0.1 0.6 -0.6
H -1.976112 -1.223487 1.674915 -0.1 -0.1 0.4
O -2.573613 -1.950946 1.419644 0.3 -0.4 0.4
H -3.259952 1.057373 -2.232480 -0.1 0.2 -0.4
H -3.302179 0.457611 -0.807582 0.7 0.8 -0.5
O -2.679225 0.881124 -1.493155 -0.2 -0.7 0.5
H 1.796675 0.869064 -4.053572 -0.4 0.0 -0.2
H 0.339080 1.384748 -4.202071 0.4 -0.1 -0.3
O 0.899783 0.613463 -4.373054 -0.2 0.1 0.4
H 4.015178 0.981343 -3.004560 -0.5 0.2 -0.3
H 2.853635 1.448739 -2.166746 0.2 0.3 -0.5
O 3.203233 1.521764 -3.074075 0.2 -0.2 0.6
H 3.751865 0.057848 -0.919008 -0.3 0.2 0.4
H 4.492471 -1.218281 -1.167553 0.1 -0.1 -0.3
O 3.887996 -0.604638 -1.600872 0.4 -0.4 0.2
H -4.652020 0.369464 1.151985 0.5 -0.2 -0.8
H -3.777190 -0.844437 0.736958 -0.1 0.2 0.1
O -4.136399 0.005615 0.403778 -0.8 -0.4 0.9
H -3.367745 2.659471 2.119395 0.6 -0.1 -0.2
H -2.836234 2.455677 0.713872 0.1 0.0 -0.3
O -2.562841 2.403035 1.631644 -0.6 0.3 0.4

(7)
13
Properties=species:S:1:pos:R:3:forces:R:3 method="wB97M-V/def2-TZVPD" smiles="CC(=O)[C@H]1CN1" e_homo_ev=-9.485 lumo_energy_ev=1.05 largest_force_ha_per_bohr=0.0185 energy_ha=-286.55377
C 1.989019 -0.395205 0.285965 0.0 0.0 0.0
C 0.643465 0.314310 0.256520 0.0 0.5 0.1
O 0.506114 1.390353 0.802796 0.3 -0.1 -0.3
C -0.523488 -0.378450 -0.377121 -0.1 0.0 0.3
C -1.864128 0.098449 0.213219 0.1 -0.4 0.1
N -1.578119 0.225267 -1.181508 -0.1 0.2 -0.5
H 2.649554 0.103783 -0.432180 -0.1 -0.1 0.1
H 1.952014 -1.459671 0.034001 -0.1 0.2 0.0
H 2.435160 -0.268281 1.276799 -0.1 0.0 -0.2
H -0.300244 -1.385752 -0.749859 -0.4 0.1 0.7
H -1.937302 1.040388 0.775976 0.7 -0.7 0.0
H -2.547221 -0.664619 0.563185 -0.2 -0.1 -0.5
H -1.397504 1.179822 -1.460462 0.1 0.2 0.2

(8)
17
Properties=species:S:1:pos:R:3:forces:R:3 method="wB97M-V/def2-TZVPD" total_charge=+1 e_homo_ev=-12.578 lumo_energy_ev=-6.34 largest_force_ha_per_bohr=0.0775 energy_ha=-682.38931
C -0.021990 -0.393327 -1.309410 -2.1 0.0 1.6
C -0.579782 1.045833 -1.376900 1.8 0.2 -0.1
C 1.161993 -0.809733 -0.442128 -1.7 -2.7 -2.4
N 1.960372 0.022957 -0.028915 0.6 2.8 1.2
N 0.024091 2.978602 0.061339 -0.8 0.9 0.8
N -1.135141 -2.025503 2.309959 0.9 2.0 -1.3
S 0.838110 2.345886 -1.017907 -1.5 -2.4 -0.6
H -0.904465 -0.993157 -0.962887 0.7 0.2 -0.2
H 0.112513 -0.709722 -2.306058 0.6 -0.6 -1.2
H -0.956721 1.204927 -2.380988 0.4 0.3 -0.5
H -1.413719 1.416233 -0.755315 0.9 -0.5 0.5
H 1.233401 -1.963574 -0.493400 0.2 1.7 0.9
H 0.358817 3.852307 0.417316 0.7 0.7 0.5
H -1.742438 -1.175562 2.251768 0.8 -1.5 0.6
H 2.708784 -0.154332 0.638110 0.1 -0.6 -0.5
H -1.469713 -2.816949 2.792021 -0.8 -0.5 0.6
H -0.174111 -1.824885 2.603397 -0.9 0.1 0.0